Record 1
{
  "formula": "C2Cl2F2",
  "method": "ωB97M-V/def2-TZVPD",
  "fmax_ev_per_a": 0.702,
  "smiles": "F/C(Cl)=C(/F)Cl",
  "charge": 0,
  "mol_weight_g_mol": 132.92,
  "energy_ha": -1196.28667,
  "e_above_lowest_kcal_mol": 1.5,
  "orbital_gap_ev": 10.35,
  "species": ["F", "C", "Cl", "C", "F", "Cl"],
  "xyz": [[0.211032, -1.693827, 0.441416], [0.005154, -0.391109, 0.540794], [-0.236517, 0.185929, 2.123288], [0.003934, 0.393621, -0.531133], [-0.209315, 1.688782, -0.444088], [0.232401, -0.184144, -2.125284]],
  "forces_ev_per_angstrom": [[0.016, -0.144, 0.004], [0.021, 0.398, -0.211], [-0.002, -0.035, 0.010], [0.003, -0.698, -0.080], [-0.038, 0.424, 0.081], [0.001, 0.054, 0.197]]
}

=====

Record 2
{
  "formula": "C41H42N8O6PS2Sc",
  "method": "ωB97M-V/def2-TZVPD",
  "fmax_ev_per_a": 0.787,
  "charge": 0,
  "mol_weight_g_mol": 882.90,
  "energy_ha": -4375.94033,
  "e_above_lowest_kcal_mol": 1.2,
  "orbital_gap_ev": 6.06,
  "species": ["Sc", "N", "C", "N", "C", "N", "N", "C", "C", "C", "C", "C", "C", "N", "C", "C", "C", "C", "C", "C", "H", "H", "H", "H", "H", "H", "H", "H", "H", "H", "H", "O", "C", "O", "C", "C", "C", "C", "C", "C", "S", "H", "H", "H", "H", "N", "C", "C", "C", "C", "C", "C", "S", "N", "C", "C", "C", "C", "C", "C", "N", "H", "H", "H", "H", "H", "H", "H", "H", "H", "C", "C", "C", "C", "O", "P", "O", "O", "O", "C", "C", "C", "C", "H", "H", "H", "H", "H", "H", "H", "H", "H", "H", "H", "H", "H", "H", "H", "H", "H", "H"],
  "xyz": [[-0.618698, -0.438876, 0.147489], [3.966637, -0.571939, 0.322289], [2.664514, -0.808826, 0.095224], [1.699782, -0.281093, 0.769830], [1.993128, 0.583345, 1.815025], [1.068264, 1.089323, 2.555293], [-0.191434, 0.667991, 2.191172], [-1.108643, 0.952090, 3.019962], [-2.451924, 0.435266, 2.795233], [-3.467200, 0.683922, 3.703526], [-4.707855, 0.105332, 3.487693], [-4.872701, -0.709476, 2.384628], [-3.799786, -0.898625, 1.521938], [-2.615624, -0.333112, 1.711796], [3.389126, 0.927150, 2.082368], [3.765900, 1.833093, 3.075566], [5.098219, 2.126073, 3.279401], [6.075993, 1.512247, 2.495951], [5.723859, 0.612452, 1.511848], [4.377413, 0.324121, 1.304423], [4.652015, -1.025704, -0.255551], [2.411227, -1.498293, -0.702361], [-0.886171, 1.516147, 3.919774], [-3.281732, 1.324793, 4.556228], [-5.526505, 0.286229, 4.172432], [-5.817826, -1.190154, 2.173115], [-3.884991, -1.518063, 0.637086], [2.988455, 2.289195, 3.673795], [5.387217, 2.830607, 4.048638], [7.121528, 1.742037, 2.659618], [6.480219, 0.131034, 0.901294], [-2.783651, 2.680018, 0.565196], [-2.592780, 1.758986, -0.213350], [-1.418381, 1.239017, -0.436468], [-3.720402, 1.175492, -1.020809], [-4.837099, 1.998042, -1.191149], [-5.916205, 1.614813, -1.961648], [-5.888048, 0.365911, -2.575767], [-4.801989, -0.469277, -2.398863], [-3.691940, -0.100722, -1.616979], [-2.442005, -1.334962, -1.464426], [-4.819270, 2.959906, -0.693362], [-6.766098, 2.274822, -2.087061], [-6.720588, 0.037353, -3.188181], [-4.789039, -1.449499, -2.862349], [0.378946, 1.656454, -3.926655], [-0.768840, 1.034089, -4.478529], [-1.725478, 1.756414, -5.175695], [-2.848991, 1.101089, -5.658450], [-3.034481, -0.251122, -5.409396], [-2.090028, -0.958828, -4.680563], [-0.937335, -0.317883, -4.254798], [0.328739, -1.125409, -3.344103], [0.707418, 0.096580, -2.189765], [0.782030, 1.293798, -2.649769], [1.364752, 2.424370, -1.855737], [1.918430, 3.516522, -2.525294], [2.393053, 4.589752, -1.788936], [2.288292, 4.548128, -0.412368], [1.762243, 3.402884, 0.167021], [1.335591, 2.352409, -0.527908], [0.372928, 2.652726, -4.070935], [-1.597827, 2.822869, -5.331634], [-3.593852, 1.658870, -6.212554], [-3.928645, -0.750555, -5.761740], [-2.241665, -2.000360, -4.422585], [2.008034, 3.526767, -3.603846], [2.828847, 5.445714, -2.289129], [2.616886, 5.373186, 0.205595], [1.678384, 3.321171, 1.246148], [2.104867, -2.616486, 3.303529], [1.810206, -3.930900, 2.592330], [3.047140, -4.815592, 2.565357], [0.643887, -4.661499, 3.248329], [1.539861, -3.649620, 1.191614], [0.152679, -3.109727, 0.603221], [-0.532270, -2.152146, 1.544268], [0.452365, -2.416005, -0.696682], [-0.774986, -4.382710, 0.439108], [-0.679270, -5.378214, -0.625901], [0.772826, -5.769829, -0.877071], [-1.472217, -6.562532, -0.096754], [-1.314823, -4.814647, -1.883750], [2.358963, -2.808938, 4.347623], [1.233885, -1.959592, 3.262207], [2.955880, -2.116971, 2.831294], [3.366904, -5.049400, 3.581926], [3.862588, -4.305191, 2.048076], [2.834398, -5.747987, 2.039825], [0.901685, -4.911947, 4.278276], [0.421418, -5.584326, 2.709756], [-0.249623, -4.034740, 3.254094], [1.240270, -6.136307, 0.038289], [1.342299, -4.914310, -1.247244], [0.808773, -6.560732, -1.628407], [-1.008926, -6.956383, 0.810477], [-1.507596, -7.355590, -0.846088], [-2.491911, -6.252986, 0.137833], [-0.767275, -3.934412, -2.226335], [-2.344369, -4.515391, -1.686812], [-1.307190, -5.573037, -2.670339]],
  "forces_ev_per_angstrom": [[0.065, -0.778, -0.101], [0.042, 0.059, 0.025], [-0.051, -0.040, -0.055], [-0.009, 0.038, -0.013], [-0.265, -0.006, -0.007], [0.263, 0.164, 0.088], [0.048, -0.123, -0.175], [0.033, 0.047, 0.034], [-0.196, -0.060, 0.011], [0.049, 0.072, 0.046], [-0.040, -0.024, -0.010], [-0.031, 0.033, 0.047], [-0.005, -0.038, -0.065], [0.075, 0.060, -0.121], [0.140, -0.049, -0.056], [0.019, 0.003, -0.008], [-0.016, 0.029, 0.036], [0.036, 0.009, 0.005], [0.044, -0.050, -0.064], [-0.084, 0.075, 0.119], [0.034, -0.040, -0.042], [-0.010, 0.032, 0.021], [0.026, 0.062, 0.062], [-0.008, -0.025, -0.019], [0.012, 0.001, -0.009], [0.013, 0.004, 0.003], [0.014, 0.000, 0.028], [0.015, -0.010, -0.014], [-0.009, -0.026, -0.021], [-0.033, -0.012, -0.009], [-0.029, 0.029, 0.027], [0.014, -0.030, -0.047], [-0.104, 0.093, -0.060], [-0.049, 0.549, 0.074], [0.007, -0.055, -0.070], [0.056, 0.051, 0.031], [-0.025, 0.008, -0.024], [0.040, -0.046, 0.013], [-0.053, 0.050, 0.031], [-0.007, -0.019, -0.079], [0.036, -0.058, 0.328], [-0.008, -0.022, -0.017], [0.026, -0.019, 0.009], [0.017, 0.013, 0.010], [-0.010, 0.027, 0.024], [-0.056, 0.014, 0.119], [-0.049, -0.032, -0.052], [0.002, 0.054, 0.025], [0.006, 0.080, -0.031], [-0.011, -0.088, -0.022], [-0.012, -0.081, -0.073], [0.126, -0.037, 0.048], [0.022, -0.034, -0.108], [0.032, 0.301, -0.068], [-0.076, -0.159, -0.054], [0.035, 0.113, 0.087], [0.022, 0.028, 0.001], [-0.001, -0.018, -0.067], [0.015, 0.025, 0.047], [0.008, -0.139, 0.014], [-0.088, 0.027, -0.020], [-0.023, 0.016, -0.036], [-0.008, -0.036, 0.003], [0.019, -0.018, 0.031], [0.038, 0.026, 0.016], [0.010, 0.072, -0.048], [0.038, 0.016, 0.045], [-0.011, -0.027, 0.006], [-0.016, -0.026, -0.007], [-0.004, -0.035, -0.017], [-0.051, 0.041, -0.045], [0.047, -0.055, 0.113], [0.000, 0.014, -0.051], [-0.050, 0.056, -0.111], [-0.068, 0.111, -0.020], [-0.087, -0.165, -0.032], [-0.044, -0.097, 0.147], [-0.020, 0.086, 0.050], [0.129, 0.000, 0.019], [0.050, -0.116, -0.012], [-0.011, 0.073, 0.026], [0.001, 0.015, 0.044], [0.000, 0.126, -0.047], [-0.006, 0.011, -0.005], [0.061, -0.030, 0.013], [-0.032, -0.010, 0.023], [0.000, 0.000, -0.013], [-0.023, -0.022, 0.028], [0.015, 0.013, 0.019], [0.026, 0.012, -0.004], [-0.010, 0.024, 0.023], [0.024, -0.050, 0.014], [0.005, 0.010, -0.025], [-0.004, -0.073, 0.016], [-0.024, 0.020, 0.009], [-0.027, 0.003, -0.025], [0.003, 0.023, 0.021], [0.037, -0.018, -0.011], [-0.048, -0.041, -0.003], [0.001, 0.015, -0.003], [0.002, 0.009, 0.020]]
}

=====

Record 3
{
  "formula": "C3H7INO",
  "method": "ωB97M-V/def2-TZVPD",
  "fmax_ev_per_a": 3.677,
  "charge": 1,
  "mol_weight_g_mol": 200.00,
  "energy_ha": -545.73465,
  "e_above_lowest_kcal_mol": 120.0,
  "orbital_gap_ev": 8.54,
  "species": ["C", "C", "C", "N", "O", "I", "H", "H", "H", "H", "H", "H", "H"],
  "xyz": [[1.065811, -0.840563, 0.769227], [1.614498, 0.557610, 0.804982], [0.091475, 0.196495, -1.305374], [0.788675, 0.084296, -0.285466], [-1.762919, -0.711738, 0.488646], [-3.575972, -0.423134, 0.243641], [1.827293, -1.427627, 0.388493], [0.253482, -1.155939, 1.393900], [1.126365, 1.367542, 1.261826], [2.673318, 0.839586, 0.533684], [-0.074799, 1.224308, -1.759737], [-0.620707, -0.533891, -1.712523], [-3.406520, 0.823061, -0.821299]],
  "forces_ev_per_angstrom": [[0.278, 1.471, 0.112], [1.187, 1.014, -1.440], [-2.185, 2.531, -1.531], [0.061, -0.839, 0.229], [-0.151, -0.104, 0.059], [0.322, 0.345, -0.249], [1.107, -2.138, 0.036], [-0.209, -0.216, 0.023], [-0.665, 0.626, 1.216], [-1.169, -0.890, 0.322], [0.936, -1.201, 0.407], [0.880, -0.402, 0.623], [-0.393, -0.196, 0.192]]
}

=====

Question: Look up the charge of the third one.
Answer: +1

=====

Question: Which value of charge does entry 2 give?
Answer: 0